Below is 20 unconnected molecules or ions with the total composition C53H157N29O20, with properties calculated with ωB97M-V/def2-TZVPD.

Geometry (Å):
1 O -2.90 6.30 -3.31
2 O 0.92 -3.68 -2.54
3 O -2.09 4.49 1.54
4 O -4.29 -9.68 -2.26
5 O 0.34 -5.16 1.73
6 O 3.00 5.73 4.13
7 O -2.33 2.20 -4.85
8 O 3.92 4.77 -5.95
9 O 4.48 0.61 0.98
10 O -2.95 -3.43 1.53
11 O 1.95 7.38 -0.05
12 O 0.48 1.30 1.05
13 O 1.75 -1.13 4.08
14 O 4.93 -2.20 6.75
15 O -2.87 -8.43 3.63
16 O 2.51 1.49 -5.38
17 O 5.50 3.45 -1.49
18 O -5.02 -4.52 -2.08
19 O -6.41 2.48 -0.64
20 O -1.87 -0.57 4.92
21 N -2.04 -1.59 2.38
22 N 3.09 1.36 -1.32
23 N -3.70 2.47 2.86
24 N 1.86 4.96 -2.09
25 N 7.15 4.45 -0.21
26 N -1.72 1.48 5.81
27 N -2.05 -8.67 -1.39
28 N 0.34 2.04 -6.08
29 N -4.39 1.12 -4.76
30 N -3.00 -3.16 3.77
31 N -5.40 3.93 -3.87
32 N 5.53 5.29 -4.48
33 N -1.11 4.92 -3.78
34 N 1.68 -2.38 2.19
35 N -4.30 -2.37 -4.30
36 N 0.02 0.00 6.09
37 N -0.83 6.86 -2.49
38 N 4.16 3.37 -4.17
39 N 0.33 -7.03 0.41
40 N 4.11 1.06 5.13
41 N 5.43 3.45 0.87
42 N -2.48 0.02 -5.38
43 N -1.30 -5.47 0.23
44 N -1.54 1.18 -1.91
45 N 0.85 1.58 -3.86
46 N 0.61 -3.03 4.09
47 N 3.70 -3.09 -4.86
48 N 6.14 3.97 3.72
49 N -3.85 -8.91 1.03
50 C 5.32 0.17 2.04
51 C 1.88 -3.98 -3.60
52 C -3.02 1.20 -5.01
53 C 4.52 4.43 -4.97
54 C 2.99 7.05 -2.58
55 C -2.65 -2.79 2.57
56 C -3.54 -3.40 -3.54
57 C -4.85 -6.88 1.99
58 C -1.23 0.23 5.60
59 C 1.31 1.70 -5.14
60 C 4.02 0.24 -1.39
61 C -1.07 0.67 -0.59
62 C 1.52 -3.87 -1.25
63 C -0.20 -5.85 0.82
64 C -2.02 -7.65 -3.55
65 C -4.27 -8.32 -2.39
66 C 3.95 4.77 3.65
67 C 6.16 0.54 6.43
68 C 2.23 8.67 0.45
69 C -5.52 3.83 -2.41
70 C -1.70 6.04 -3.19
71 C 5.93 6.41 3.65
72 C -1.51 5.25 0.41
73 C -0.21 1.83 -0.10
74 C 4.99 -0.02 5.59
75 C 5.96 3.79 -0.40
76 C -0.11 -0.52 -0.94
77 C -6.55 2.79 -2.05
78 C -1.86 -9.29 4.13
79 C 0.92 2.32 1.95
80 C 4.04 -3.29 7.09
81 C 1.66 5.39 4.00
82 C 1.27 -2.04 3.44
83 C -3.60 -7.58 1.43
84 C -3.98 -3.61 -2.12
85 C 5.06 0.19 -0.28
86 C 3.04 5.86 -1.69
87 C -5.80 5.22 -1.78
88 C 1.45 -1.88 -4.87
89 C -2.81 -7.77 -2.24
90 C 5.33 5.12 4.21
91 C -5.89 -4.45 -1.00
92 C -3.90 4.54 4.22
93 C 4.72 0.14 -2.71
94 C 2.94 6.38 -0.24
95 C -6.72 1.12 -0.47
96 C -3.53 4.71 1.66
97 C -4.13 3.90 2.86
98 C -5.62 -10.16 -2.45
99 C 4.23 -1.01 6.50
100 C -2.06 -3.00 -3.59
101 C -2.46 -7.63 2.43
102 C 2.46 -2.70 -4.12
103 H -4.75 -8.90 0.53
104 H 0.53 -0.74 5.73
105 H 3.41 -3.64 -5.66
106 H 2.66 1.38 -0.38
107 H 3.35 -3.57 6.26
108 H -5.30 -7.50 2.78
109 H -6.52 0.83 0.56
110 H -0.47 5.00 0.33
111 H -1.66 -9.39 -1.93
112 H -6.23 4.24 -4.32
113 H -2.08 -6.65 2.74
114 H -6.01 -5.43 -0.54
115 H -4.54 3.45 -2.08
116 H -1.83 -1.37 1.42
117 H 4.16 -0.61 7.54
118 H -1.17 7.75 -2.24
119 H -4.35 -2.68 -1.54
120 H -1.26 2.13 6.35
121 H 2.31 -1.80 1.63
122 H -5.65 -6.75 1.22
123 H -1.46 -3.80 -3.08
124 H -3.74 5.78 1.72
125 H 3.20 0.56 4.83
126 H -5.50 -3.76 -0.26
127 H -6.19 -10.01 -1.50
128 H -1.33 -9.84 3.33
129 H 5.26 -0.90 2.19
130 H -1.72 -6.02 -0.55
131 H 6.13 5.05 -3.72
132 H 2.07 9.45 -0.35
133 H 3.57 2.65 -4.60
134 H -4.55 5.43 4.23
135 H -5.18 3.94 2.59
136 H 1.24 -7.31 0.78
137 H -6.70 5.61 -2.23
138 H -3.98 1.99 1.99
139 H -4.63 4.53 -4.07
140 H 5.66 3.09 4.09
141 H -0.16 4.64 -3.62
142 H -0.07 1.75 -3.49
143 H -1.93 0.53 0.07
144 H -5.60 -11.29 -2.70
145 H -3.32 -7.01 0.56
146 H -0.89 2.57 0.25
147 H -1.81 -2.99 -4.64
148 H 0.70 -0.09 -1.51
149 H -2.81 -2.54 4.53
150 H -0.61 -1.26 -1.53
151 H 0.71 -3.80 -0.56
152 H -3.76 -4.39 -4.07
153 H 7.01 6.59 3.86
154 H 2.80 -2.16 -3.24
155 H 1.38 1.85 2.78
156 H 1.55 -3.33 1.88
157 H -2.14 0.46 -2.38
158 H -1.74 4.17 -4.08
159 H 0.16 6.79 -2.55
160 H 3.74 3.74 4.07
161 H 2.67 -4.68 -3.25
162 H 3.59 -3.06 8.07
163 H 5.18 5.16 5.31
164 H -1.09 -7.14 -3.48
165 H 3.97 4.80 2.52
166 H 5.35 -0.46 4.65
167 H 2.04 -4.80 -1.30
168 H 7.09 3.84 4.07
169 H 5.49 0.90 -2.73
170 H -2.83 4.84 4.51
171 H 2.71 5.60 0.52
172 H -2.68 1.65 5.57
173 H 1.52 8.98 1.15
174 H 3.77 7.80 -2.43
175 H -0.55 2.36 -5.80
176 H -1.80 -2.04 -3.12
177 H 5.90 0.81 -0.54
178 H -4.92 -7.92 -1.64
179 H 3.27 8.78 0.71
180 H -6.30 1.87 -2.65
181 H -5.22 -2.75 -4.45
182 H 0.35 0.68 6.81
183 H 5.28 -0.77 -2.85
184 H -2.19 1.95 -1.88
185 H -2.69 2.45 2.79
186 H -1.50 -0.05 -5.58
187 H 0.08 2.95 2.25
188 H -7.78 0.83 -0.83
189 H -3.99 -9.41 1.87
190 H 1.36 -4.61 -4.34
191 H 3.92 5.28 -1.89
192 H 3.56 2.21 -1.40
193 H 0.49 2.23 -0.83
194 H -4.38 -1.51 -3.75
195 H -1.83 -0.98 3.15
196 H -2.94 -6.74 -1.83
197 H 0.32 -0.97 -0.05
198 H 3.22 -1.27 6.17
199 H 3.99 0.39 -3.56
200 H -2.57 -9.07 -0.58
201 H -1.99 -8.66 -3.98
202 H 2.07 4.55 -3.04
203 H 1.08 -2.35 -5.81
204 H 6.32 0.51 1.85
205 H 2.21 -3.01 -1.05
206 H 3.96 6.79 0.05
207 H 4.84 3.06 -3.45
208 H 5.82 6.31 2.58
209 H -0.20 -7.73 -0.22
210 H 1.14 5.63 3.00
211 H 3.82 1.65 5.92
212 H -6.03 0.59 -1.10
213 H -3.38 -4.09 3.82
214 H -2.35 -10.00 4.78
215 H 3.37 -0.62 -1.34
216 H -0.04 -3.66 3.60
217 H 0.60 -2.88 5.12
218 H -6.17 -9.73 -3.31
219 H 4.73 -4.05 7.42
220 H 1.88 -0.94 -5.20
221 H 5.79 1.42 7.11
222 H 1.66 1.33 -3.23
223 H 1.54 3.09 1.46
224 H 4.27 -2.33 -5.13
225 H -2.56 -7.03 -4.32
226 H -4.19 3.91 5.07
227 H -3.12 -0.77 -5.38
228 H 1.85 4.15 -1.41
229 H -1.68 -8.20 1.96
230 H -1.09 -8.69 4.75
231 H -4.77 -8.05 -3.35
232 H 4.84 0.75 2.83
233 H 5.46 -0.80 -0.18
234 H 5.35 7.33 3.90
235 H 1.45 4.27 4.18
236 H -6.85 -3.99 -1.30
237 H 1.10 5.94 4.72
238 H -7.54 3.12 -2.15
239 H -5.01 5.94 -2.02
240 H 5.91 5.88 -5.15
241 H 0.68 2.50 -6.89
242 H 7.68 4.84 -1.03
243 H -2.01 4.98 -0.50
244 H -5.97 5.09 -0.71
245 H -1.60 6.29 0.67
246 H 6.55 -0.31 7.06
247 H -3.98 4.38 0.75
248 H 4.83 2.59 0.85
249 H -4.76 2.09 -4.77
250 H 2.08 7.61 -2.30
251 H -3.17 -4.04 -1.50
252 H 7.13 5.16 0.53
253 H 3.00 6.70 -3.67
254 H -4.83 0.50 -5.44
255 H -4.68 -5.89 2.45
256 H 5.95 3.62 1.70
257 H 0.57 -1.61 -4.23
258 H -1.82 -4.68 0.57
259 H 6.93 1.03 5.86

## Properties
- electronic energy (Eh) = -5206.42281
- gap between HOMO and LUMO (hartree) = 0.339
- highest occupied orbital energy (eV) = -8.95

Results of the Löwdin charge analysis, in e, for atoms 1 through 99: number 1, O, carries -0.003; number 2, O, carries -0.225; number 3, O, carries -0.236; number 4, O, carries -0.200; number 5, O, carries -0.055; number 6, O, carries -0.186; number 7, O, carries -0.015; number 8, O, carries 0.045; number 9, O, carries -0.234; number 10, O, carries -0.055; number 11, O, carries -0.220; number 12, O, carries -0.200; number 13, O, carries -0.014; number 14, O, carries -0.210; number 15, O, carries -0.217; number 16, O, carries -0.042; number 17, O, carries -0.004; number 18, O, carries -0.201; number 19, O, carries -0.202; number 20, O, carries -0.020; number 21, N, carries 0.189; number 22, N, carries 0.094; number 23, N, carries 0.050; number 24, N, carries 0.052; number 25, N, carries 0.134; number 26, N, carries 0.180; number 27, N, carries 0.045; number 28, N, carries 0.176; number 29, N, carries 0.142; number 30, N, carries 0.197; number 31, N, carries 0.044; number 32, N, carries 0.151; number 33, N, carries 0.170; number 34, N, carries 0.188; number 35, N, carries 0.031; number 36, N, carries 0.179; number 37, N, carries 0.173; number 38, N, carries 0.171; number 39, N, carries 0.150; number 40, N, carries 0.012; number 41, N, carries 0.167; number 42, N, carries 0.185; number 43, N, carries 0.194; number 44, N, carries 0.030; number 45, N, carries 0.184; number 46, N, carries 0.163; number 47, N, carries 0.050; number 48, N, carries 0.009; number 49, N, carries 0.053; number 50, C, carries -0.094; number 51, C, carries -0.191; number 52, C, carries -0.669; number 53, C, carries -0.663; number 54, C, carries -0.078; number 55, C, carries -0.686; number 56, C, carries -0.408; number 57, C, carries -0.040; number 58, C, carries -0.626; number 59, C, carries -0.638; number 60, C, carries -0.429; number 61, C, carries -0.346; number 62, C, carries -0.091; number 63, C, carries -0.725; number 64, C, carries -0.054; number 65, C, carries -0.239; number 66, C, carries -0.209; number 67, C, carries -0.059; number 68, C, carries -0.102; number 69, C, carries -0.411; number 70, C, carries -0.637; number 71, C, carries -0.058; number 72, C, carries -0.057; number 73, C, carries -0.196; number 74, C, carries -0.420; number 75, C, carries -0.606; number 76, C, carries -0.022; number 77, C, carries -0.190; number 78, C, carries -0.120; number 79, C, carries -0.091; number 80, C, carries -0.077; number 81, C, carries -0.130; number 82, C, carries -0.679; number 83, C, carries -0.459; number 84, C, carries -0.233; number 85, C, carries -0.178; number 86, C, carries -0.400; number 87, C, carries -0.042; number 88, C, carries -0.054; number 89, C, carries -0.407; number 90, C, carries -0.413; number 91, C, carries -0.108; number 92, C, carries -0.080; number 93, C, carries -0.060; number 94, C, carries -0.178; number 95, C, carries -0.137; number 96, C, carries -0.169; number 97, C, carries -0.399; number 98, C, carries -0.102; number 99, C, carries -0.232